[1]
Formula: C15H31BF4P2Sr
Source: the Open Molecules 2025 dataset
Level of theory: ωB97M-V with the def2-TZVPD basis set

Values from the calculation:
Energy relative to the best compared isomer or geometry (same formula, charge and spin)   0.00 kJ/mol
Strongest force on any atom   1.7 eV Å⁻¹
HOMO level (alpha / beta)   -3.78 / -3.37 eV
2S+1   1
Kohn-Sham gap (alpha / beta)   3.55 / 3.27 eV
E_LUMO (alpha / beta)   -0.2232 / -0.1007 eV

XYZ file:
```
54
Properties=species:S:1:pos:R:3:nbo_charge:R:1
H -0.1958 -3.9566 1.2400 0.25
C 1.9429 0.7769 1.6916 -0.68
H -0.8059 2.7899 2.2027 0.27
H 3.0275 0.7969 1.5383 0.22
H -0.4113 -2.4362 3.1212 0.28
C 0.8034 -0.4582 -2.6283 -0.44
F -2.3400 -0.6557 2.1025 -0.65
H -0.5953 3.2564 0.5079 0.23
H 1.5247 3.6660 -0.6482 0.24
H 0.1569 -3.3414 -0.3676 0.26
C 0.2842 1.0108 -2.7149 -0.42
C -2.0455 1.5600 -1.8647 -0.55
H 1.7163 -0.4702 -2.0062 0.17
H 0.3724 -2.3577 -1.7771 0.17
C -0.0903 -3.0304 0.6514 -0.95
C -0.1274 3.2747 1.5020 -0.96
H -0.2587 1.7245 -0.6942 0.18
H 3.5670 -2.2219 1.1499 0.27
H 1.7636 0.5185 2.7378 0.23
C -2.3214 -0.6497 -3.2618 -0.46
F -0.8340 0.7440 3.2465 -0.58
H -3.1975 -1.2261 -3.6215 0.22
H 1.2304 -2.8876 3.6106 0.25
H -3.8813 0.4957 -2.1516 0.17
H -1.7382 -0.4354 -4.1766 0.21
H -0.1458 1.2068 -3.7163 0.21
P 1.6200 2.7128 1.6497 0.79
H 0.7057 -1.1527 3.6200 0.29
Sr -1.9677 -0.2346 -0.2164 1.49
C 2.7273 -2.9324 1.1970 -0.98
H -1.0835 -2.5386 0.6582 0.23
H 2.8015 4.3365 0.3886 0.24
H 2.8575 -3.6180 2.0531 0.26
C 2.3028 3.4018 0.0778 -0.95
C -1.5116 -1.5314 -2.3262 -0.47
H 2.6753 -3.5165 0.2597 0.27
H 2.0758 -0.4236 -0.0745 0.25
B -2.2148 0.5273 3.0612 1.36
H -2.6398 2.3140 -1.3327 0.20
C -2.9301 0.6880 -2.7109 -0.47
F -2.8185 0.1597 4.2247 -0.54
C 1.3640 -0.2899 0.7622 -0.78
F -2.7923 1.6316 2.3921 -0.56
P 1.2086 -2.0027 1.4131 1.55
H 3.0668 2.7660 -0.3846 0.23
H 1.1619 1.6792 -2.5910 0.20
C -0.7056 1.3929 -1.6504 -0.51
H -3.2674 1.2611 -3.5927 0.23
C 0.6413 -2.1105 3.1026 -0.99
H 1.1650 -0.7717 -3.6288 0.20
C -0.1630 -1.4514 -2.0796 -0.37
H -0.0676 4.3572 1.7635 0.24
H -2.0416 -2.4580 -2.0263 0.21
H 0.4293 0.1098 0.3173 0.23
```

[2]
Formula: C15H31BN3O12ScSe
Source: the Open Molecules 2025 dataset
Level of theory: ωB97M-V with the def2-TZVPD basis set

Values from the calculation:
Energy relative to the best compared isomer or geometry (same formula, charge and spin)   8.50 kJ/mol
Net charge   -2
Strongest force on any atom   0.6 eV Å⁻¹
HOMO level   -1.46 eV
2S+1   1
Kohn-Sham gap   5.82 eV
E_LUMO   4.3604 eV

XYZ file:
```
64
Properties=species:S:1:pos:R:3:nbo_charge:R:1
Se 2.3817 -3.4940 -2.0119 2.75
O -2.0186 -2.0979 2.2551 -0.76
C 0.9354 2.4875 -4.0432 -0.62
C -2.9379 1.9262 3.2601 -0.25
H -0.5943 -4.0919 1.1707 0.25
H -3.6940 -1.9960 -1.4378 0.15
H -1.3694 -1.9285 4.7985 0.21
H -2.1913 -3.4721 4.4858 0.18
C 1.5856 2.7213 -1.5481 0.24
C 1.7899 1.9750 -2.8903 0.22
H 1.5931 0.2131 2.6914 0.40
B 1.5199 0.4121 -1.1739 0.48
C 0.1564 3.2258 -1.3530 -0.64
O 1.7924 1.6784 -0.5921 -0.79
H -3.2059 1.9514 2.2031 0.19
C 2.5789 3.8468 -1.2896 -0.62
C -2.2634 -0.4057 -1.2847 0.72
H 0.7149 2.6080 3.6302 0.37
N -3.0898 0.3994 -2.0320 -0.83
H -1.7745 -4.7132 2.3469 0.19
O 2.3148 -4.9928 -2.6125 -1.08
O 1.8338 -3.4246 -0.4161 -1.10
H 3.8842 1.5836 -2.4891 0.23
H 2.5428 4.5889 -2.0916 0.19
H -1.4757 -2.8229 -2.3482 0.20
H -0.1236 2.3795 -3.8195 0.21
H 0.0571 3.5939 -0.3317 0.21
O 1.0758 -1.7157 3.6206 -0.72
H -3.5180 2.6593 3.8177 0.17
Sc 0.5229 -1.7735 -0.6807 1.67
H 1.1465 3.5400 -4.2577 0.19
H -0.0340 -4.7658 2.7057 0.20
H 1.7125 1.2992 1.4526 0.40
N 1.6879 1.2081 2.4671 -0.67
C -0.7084 1.4979 2.7291 0.87
C -1.5553 -2.7036 -1.2540 -0.96
H -1.7424 -3.7088 -0.8486 0.19
H -1.6625 -1.2653 1.9067 0.51
H -2.6403 1.1965 -2.4555 0.39
H -0.4567 -3.4316 4.8939 0.21
H 3.3441 1.1528 -4.1011 0.22
C -0.9390 -2.8051 2.8760 0.14
O -1.0863 0.6069 2.0113 -0.65
C 0.3866 -2.0313 2.6448 0.80
H 3.5926 3.4630 -1.2138 0.22
C -0.8261 -4.1832 2.2329 -0.61
C 3.2575 1.9060 -3.3188 -0.63
O 1.1690 -2.5011 -2.6209 -1.10
H -0.5473 2.4023 -1.4769 0.24
O -1.5766 2.2877 3.4463 -0.55
C -2.7278 -1.7860 -0.9375 -0.51
H -2.9139 -1.8041 0.1400 0.25
O 3.8326 -2.7948 -2.1489 -1.07
H -0.0889 4.0370 -2.0424 0.18
O 0.6564 -1.7434 1.4408 -0.79
N 0.5586 1.8921 2.9423 -0.47
H -3.1281 0.9216 3.6401 0.19
H 3.6246 2.8642 -3.6981 0.18
O 1.3830 0.6462 -2.5655 -0.75
C -1.2569 -2.9197 4.3627 -0.61
O -1.1666 0.0122 -0.9262 -0.63
H -3.8037 -0.0591 -2.5717 0.38
H 1.1520 1.9025 -4.9369 0.21
H 2.3335 4.3456 -0.3514 0.20
```

[3]
Formula: C15H31ClNO14S2
Source: the Open Molecules 2025 dataset
Level of theory: ωB97M-V with the def2-TZVPD basis set

Values from the calculation:
Net charge   -1
Strongest force on any atom   0.5 eV Å⁻¹
HOMO level   -6.01 eV
2S+1   1
Kohn-Sham gap   8.24 eV
E_LUMO   2.2313 eV

XYZ file:
```
64
Properties=species:S:1:pos:R:3:nbo_charge:R:1
H 4.0256 -0.2214 2.5713 0.25
H 2.6383 -1.0000 0.3163 0.24
O -2.0335 -2.0162 -3.9636 -0.50
H 4.7700 -2.0146 6.4076 0.20
H 2.4339 -2.6082 -5.1896 0.19
O 0.0940 1.5555 0.3637 -0.54
H 3.9582 -2.1270 4.1977 0.23
O -3.9652 -1.2785 -4.5969 -0.50
C 2.2475 -1.6693 -0.4441 -0.26
H -5.7518 -0.5738 -5.2043 0.19
H 1.2605 -1.3266 -0.7436 0.19
H 1.0530 2.7600 -1.0143 0.17
C 2.8048 -2.3465 -2.6015 0.99
C -3.0383 0.4757 1.4866 -0.26
H -5.4018 -0.2709 -3.4806 0.20
H 4.1929 -2.6040 -5.4819 0.19
C -1.1764 -2.5647 -2.9462 -0.26
H -3.3218 -0.1246 0.6240 0.20
C 3.4078 -2.8762 -4.7822 -0.25
O 3.1512 -1.6075 -1.5667 -0.48
C 0.0613 2.3329 -0.8161 -0.06
O 3.6796 -2.1362 -3.5932 -0.50
C -4.3899 2.2658 0.8648 0.98
H -5.8630 -1.8995 -4.0146 0.19
O 1.9302 -0.2848 5.3311 -0.98
N 1.6257 1.4850 3.6742 -1.25
C -3.2817 -1.8053 -3.5717 0.98
H -0.1935 -2.6776 -3.3868 0.22
C -5.6134 4.1378 0.2379 -0.25
O 1.6361 -0.9560 2.9810 -1.00
H -1.4540 1.4509 -2.1075 0.20
C 3.9438 -0.0726 3.6437 -0.46
H 5.7829 -0.6134 6.0805 0.20
H -0.5348 1.9106 2.2602 0.21
C 0.1838 2.3053 1.5451 -0.32
O -3.1678 1.8733 1.1873 -0.49
H -0.0503 0.4235 -1.7638 0.22
H 4.0427 -0.4054 6.3378 0.24
O -5.3784 1.5787 0.8138 -0.65
H -0.6406 3.1680 -0.6923 0.16
H 3.4335 -3.9468 -4.5853 0.19
H 0.0982 1.7627 -2.9000 0.21
H -5.4243 5.1918 0.0555 0.19
H -3.6545 0.2102 2.3434 0.19
C -0.3714 1.4428 -1.9677 -0.63
O -4.3519 3.5782 0.5992 -0.50
S 1.8622 2.2055 2.2764 2.28
O 1.8585 -3.0972 -2.6731 -0.68
Cl 4.7968 1.4474 4.0080 -0.05
H 5.5383 -1.4178 3.9177 0.20
O -3.7417 -2.0403 -2.4842 -0.65
H 2.1897 -2.6863 -0.0625 0.19
H -6.0017 3.6632 -0.6621 0.19
H -1.1280 -1.8887 -2.0972 0.19
C -5.3314 -0.9913 -4.2938 -0.25
C 4.5695 -1.2434 4.3966 -0.42
H 0.0339 3.3698 1.3532 0.20
S 2.1387 0.0141 3.9331 2.32
H -6.3332 4.0188 1.0462 0.19
O 2.6604 1.4432 1.3398 -0.99
C 4.7992 -1.0497 5.8983 -0.62
O 2.2321 3.5850 2.4976 -0.97
H -1.5517 -3.5316 -2.6158 0.19
H -1.9886 0.3182 1.7139 0.22
```

[4]
Formula: C15H31F5OP2TeW
Source: the Open Molecules 2025 dataset
Level of theory: ωB97M-V with the def2-TZVPD basis set

Values from the calculation:
Energy relative to the best compared isomer or geometry (same formula, charge and spin)   0.00 kJ/mol
<S²>   2.02
Net charge   +2
Strongest force on any atom   5.7 eV Å⁻¹
HOMO level (alpha / beta)   -13.92 / -13.92 eV
2S+1   3
Kohn-Sham gap (alpha / beta)   4.12 / 4.67 eV
E_LUMO (alpha / beta)   -9.8009 / -9.2517 eV

XYZ file:
```
56
Properties=species:S:1:pos:R:3:mulliken_spin:R:1
H 4.8491 -1.6699 -2.4421 0.00
P -1.0128 1.3829 -1.3116 -0.10
H 1.1900 0.4038 -0.9357 0.02
H -2.8577 -0.2352 -1.2073 0.00
H 1.5961 -5.2361 -0.7085 0.00
H -3.2131 1.1477 -2.2699 0.00
H 1.2981 -3.5652 0.8404 0.00
C 2.1140 -3.3794 0.1324 0.00
H 4.4746 -1.0502 -0.2922 0.00
C 0.1551 0.0270 -0.8431 0.06
H -2.2018 0.6643 3.6791 0.00
C 2.7511 -1.7267 -2.5492 0.00
H 2.8212 -0.6936 -2.9096 0.00
H -1.0896 -0.7420 3.5795 0.00
C -2.4326 0.4430 -1.9628 0.00
C -0.3769 2.3658 -2.6721 0.01
W -1.2050 2.6457 0.6913 1.90
F -3.1410 2.1863 4.5681 0.00
C 1.5928 -2.3874 -2.6650 0.00
C 1.3813 -3.8175 -2.2780 0.00
H -0.7615 -1.4129 0.5549 0.00
H 1.2344 1.9927 1.8994 -0.02
H 0.2345 1.9982 3.4391 0.00
C 0.5868 1.4087 2.5769 0.04
Te -3.3501 3.7911 3.5432 0.01
C 2.1394 -4.3313 -1.0277 0.00
H -3.8241 2.7807 0.2722 0.02
H 2.9230 -1.8337 1.3184 0.00
H -2.1043 -0.1370 -2.8407 0.00
H 0.0372 -0.7709 -1.5963 0.00
H -3.1885 2.9660 -1.4448 0.02
H 1.1305 0.5232 2.9497 0.00
H 5.0427 -2.7056 -0.1324 0.00
H -1.1879 3.0365 -2.9958 0.00
C -0.0965 -0.5309 0.5720 -0.07
H 0.4687 2.9809 -2.3362 -0.01
O -1.8415 3.3044 2.5357 0.04
F -2.0968 4.6694 4.6815 0.00
F -3.5470 5.3612 2.4750 0.00
H 1.6281 -4.4696 -3.1302 0.00
H -0.0661 1.7405 -3.5211 0.00
C 4.0367 -2.2682 -1.9987 0.00
F -4.9048 4.2665 4.5921 0.00
H 0.3115 -3.9662 -2.0809 0.00
P -0.8554 0.6736 1.7519 0.11
C 4.1884 -2.0957 -0.4665 0.00
F -4.4617 2.7817 2.3572 0.00
C -1.7926 -0.1098 3.0239 0.03
C -3.0259 3.1653 -0.3704 -0.08
H -2.5953 -0.6954 2.5600 0.00
H 0.7481 -1.9134 -3.1814 0.00
H 4.2278 -3.3111 -2.2792 0.00
C 2.9888 -2.3982 0.3807 0.00
H -2.9273 4.2635 -0.2272 0.01
H 3.1482 -4.6581 -1.3109 0.00
H 0.8595 -0.8594 1.0128 0.00
```